# 1
# C6H14N2O

A structure of composition C6H14N2O in a non-equilibrium geometry (ωB97M-V with the def2-TZVPD basis set, the OMol25 dataset).

Energy above the lowest of the compared OMol25 structures with the same formula, charge and spin ... 527.0 kJ/mol

Last column: Mulliken charge in e.
Element x y z (Å)
1 C 1.19057 -0.44189 -1.14736  0.771
2 C -0.20092 -0.34084 -1.41419  -1.090
3 C -0.97547 -0.71697 2.19071  -0.759
4 C 1.84802 -1.69298 -0.67558  -1.300
5 C -0.88287 0.75212 0.13575  0.809
6 N 1.93088 0.66761 -1.24200  -0.378
7 N -0.20387 2.01028 0.38166  -0.586
8 C -2.24549 0.83373 -0.01736  -1.112
9 O -0.19457 -0.17492 1.15771  -0.432
10 H 1.60705 1.47253 -0.69878  0.289
11 H 2.77769 0.73003 -1.79378  0.199
12 H 0.12902 2.09482 1.33240  0.196
13 H -0.62003 2.78395 -0.11799  0.208
14 H -0.72533 -1.28766 -1.40862  0.392
15 H -0.46124 0.25875 -2.27931  0.348
16 H -2.02611 -0.40840 2.20887  0.397
17 H -0.87904 -1.80500 2.10386  0.225
18 H -0.53109 -0.41438 3.15006  0.235
19 H 2.52745 -1.51246 0.15909  0.300
20 H 1.11694 -2.42923 -0.35043  0.299
21 H 2.40953 -2.11991 -1.51176  0.406
22 H -2.74788 1.78715 0.02663  0.219
23 H -2.84322 -0.04634 -0.18960  0.364

# 2
# C21H45BF4InO11S6

A structure of composition C21H45BF4InO11S6 in a non-equilibrium geometry (ωB97M-V with the def2-TZVPD basis set, the OMol25 dataset).

E_tot ... -4658.3836 Eh
Charge ... -1

Last column: Mulliken charge in e.
Element x y z (Å)
1 O -0.90890 -3.25595 -1.11617  -0.577
2 C -0.42216 -2.50230 -0.29026  0.315
3 O 0.60876 -2.81739 0.51545  -0.689
4 In 2.30830 -3.47854 -0.51450  1.093
5 O 4.03010 -2.57866 0.31931  -0.665
6 B 3.85605 -1.23195 0.53145  0.896
7 O 3.00105 -0.66222 1.51004  -0.604
8 O 4.64326 -0.31017 -0.27102  -0.665
9 C 2.21749 -3.24991 -2.75282  0.136
10 F 3.54953 -3.40966 -3.22539  -0.326
11 F 1.50078 -4.31996 -3.29488  -0.227
12 C 1.75146 -1.85459 -3.29080  0.438
13 F 0.38353 -1.69039 -3.31344  -0.222
14 F 2.15771 -1.77860 -4.65512  -0.318
15 C -1.02920 -1.06884 -0.05994  0.519
16 C -2.44924 -0.83716 0.14281  -0.356
17 C -2.86682 0.55661 0.39184  -0.441
18 C -1.92227 1.65880 0.45292  -0.273
19 C -0.49551 1.37556 0.22080  -0.430
20 C -0.03829 0.02402 -0.02916  0.127
21 H 2.47756 -5.23234 -0.14261  -0.357
22 H 2.91285 0.27608 1.25781  0.206
23 H 4.01293 0.32144 -0.65808  0.255
24 H 2.28569 -0.99649 -2.79642  0.064
25 H -3.15423 -1.69353 0.12370  0.375
26 H -3.95292 0.74511 0.54240  0.318
27 H -2.22763 2.70273 0.67202  0.249
28 H 0.26976 2.18784 0.25012  0.328
29 H 1.04144 -0.19819 -0.18560  -0.200
30 C -2.21451 5.82814 2.06573  -0.738
31 S -1.88362 5.86750 0.29568  0.442
32 O -0.86130 4.82038 0.01002  -0.535
33 C -1.03759 7.46045 0.30072  -0.714
34 H -2.71255 4.88874 2.30348  0.299
35 H -1.27713 5.89304 2.62178  0.275
36 H -2.86788 6.65940 2.33236  0.248
37 H -0.17532 7.42191 0.96805  0.038
38 H -1.72982 8.23841 0.62511  0.364
39 H -0.70224 7.67454 -0.71385  0.350
40 C 2.56556 6.41862 2.19648  -0.725
41 S 2.40018 6.53143 3.98826  0.528
42 O 1.26477 7.45504 4.27485  -0.626
43 C 3.92719 7.45132 4.25639  -0.937
44 H 1.68902 5.90558 1.79906  0.088
45 H 2.62740 7.41851 1.76356  0.299
46 H 3.46046 5.84640 1.94881  0.398
47 H 3.90176 8.38611 3.69439  0.299
48 H 4.77676 6.84462 3.94058  0.343
49 H 4.01432 7.66977 5.32016  0.322
50 C -5.51643 6.93327 4.31465  -0.940
51 S -6.22318 5.36328 3.77960  0.469
52 O -5.39767 4.86708 2.64307  -0.536
53 C -7.73118 6.06548 3.08482  -0.955
54 H -4.53721 6.73803 4.75120  0.312
55 H -5.40653 7.60251 3.45984  0.273
56 H -6.16372 7.38635 5.06674  0.400
57 H -7.48075 6.78904 2.30769  0.298
58 H -8.30639 6.54689 3.87689  0.377
59 H -8.31851 5.25665 2.65171  0.314
60 C 1.71376 -5.74697 -6.31013  -0.772
61 S 0.99088 -7.31208 -6.82325  0.520
62 O 1.79826 -7.82583 -7.97182  -0.670
63 C -0.51472 -6.59300 -7.50017  -0.834
64 H 2.69666 -5.94411 -5.88350  0.325
65 H 1.81845 -5.08387 -7.17016  0.365
66 H 1.07913 -5.28397 -5.55378  0.171
67 H -0.26474 -5.87623 -8.28520  0.366
68 H -1.06924 -6.10253 -6.70451  0.250
69 H -1.12148 -7.39365 -7.92146  0.295
70 C -3.87267 -5.73424 -3.48339  -1.089
71 S -2.22705 -6.38138 -3.82734  0.852
72 O -2.26310 -6.99086 -5.19423  -0.744
73 C -2.30363 -7.73250 -2.63861  -1.061
74 H -4.05695 -4.89315 -4.15077  0.298
75 H -4.62136 -6.50869 -3.65869  0.372
76 H -3.91877 -5.39196 -2.44890  0.353
77 H -3.15054 -8.38161 -2.86740  0.353
78 H -2.40182 -7.32444 -1.63202  0.358
79 H -1.37876 -8.30385 -2.70882  0.317
80 C 5.81567 -2.60888 3.58839  -0.908
81 S 4.27243 -2.65326 4.51585  0.645
82 O 4.57176 -2.19844 5.90678  -0.703
83 C 4.13112 -4.44955 4.55565  -0.924
84 H 6.11852 -1.56825 3.47622  0.279
85 H 6.59000 -3.15719 4.12795  0.404
86 H 5.65864 -3.04866 2.60156  0.252
87 H 5.01129 -4.88160 5.03504  0.323
88 H 4.03204 -4.82793 3.53721  0.312
89 H 3.24127 -4.71120 5.12718  0.296

# 3
# C22H23BClF22N3O6P

A cluster of 2 separate species, C22H23BClF22N3O6P in total (ωB97M-V with the def2-TZVPD basis set, the OMol25 dataset).

Energy above the lowest of the compared OMol25 structures with the same formula, charge and spin ... 0.0 kJ/mol
Charge ... +1

Last column: Mulliken charge in e.
Element x y z (Å)
1 C 0.69592 -2.64213 -2.99139  -0.880
2 B 0.81496 -1.10429 -3.02718  0.462
3 O 0.63380 -0.33647 -4.16073  -0.707
4 C 1.04278 -0.24746 -1.68466  -1.387
5 O 0.88538 -1.05685 -0.53638  -0.299
6 C 0.87016 -0.47091 0.74006  1.140
7 C 0.21035 -1.53485 1.63829  -1.019
8 C -0.60056 -1.03518 2.81106  0.246
9 O -1.73760 -1.28912 3.00331  -0.491
10 F 0.09783 -0.27096 3.65609  -0.241
11 C 2.28757 0.00098 1.18702  0.509
12 F 2.73969 0.88614 0.25259  -0.280
13 F 2.15380 0.68377 2.34590  -0.284
14 C 3.45791 -1.00928 1.46332  0.420
15 F 3.13989 -1.67610 2.58185  -0.256
16 F 4.51572 -0.21436 1.70344  -0.313
17 C 3.89974 -2.01384 0.32166  0.560
18 F 3.53065 -1.45076 -0.85143  -0.186
19 F 5.23544 -2.11634 0.36000  -0.332
20 C 3.35368 -3.47484 0.39926  0.563
21 F 2.01037 -3.43395 0.25338  -0.263
22 F 3.65066 -3.97804 1.60366  -0.297
23 C 3.98290 -4.42068 -0.68327  0.595
24 F 5.12225 -4.91683 -0.17924  -0.296
25 F 4.24075 -3.70574 -1.78947  -0.279
26 C 3.06102 -5.61543 -1.05861  0.641
27 F 1.96751 -5.12710 -1.68617  -0.251
28 F 2.66561 -6.19832 0.08432  -0.289
29 C 3.76378 -6.68894 -1.97870  0.508
30 F 4.01604 -7.77631 -1.24212  -0.270
31 F 4.91768 -6.20218 -2.45733  -0.279
32 C 2.90573 -7.12483 -3.19948  0.675
33 F 1.73401 -7.60268 -2.78710  -0.242
34 F 3.54896 -8.06482 -3.86442  -0.240
35 F 2.69014 -6.09068 -4.01566  -0.228
36 N 0.00065 0.73801 0.73153  0.478
37 C -0.68225 0.89611 -0.49101  -1.231
38 N -1.97574 1.09676 -0.45862  0.832
39 C -2.73458 1.32406 0.79973  -0.783
40 C -3.14542 2.80527 0.99097  0.499
41 C -2.31723 3.50051 2.06404  -1.310
42 O -4.51051 2.85570 1.36353  -0.578
43 C -2.77086 1.06888 -1.71434  0.309
44 F -4.01814 1.43425 -1.40228  -0.294
45 F -2.29230 1.94178 -2.61014  -0.326
46 C -2.81153 -0.34869 -2.32323  0.749
47 F -3.59200 -0.30006 -3.41070  -0.293
48 F -3.35684 -1.16471 -1.39442  -0.269
49 N -0.00923 0.84957 -1.68463  0.852
50 P 0.82865 2.43652 -2.17509  0.264
51 O 0.23033 2.60570 -3.63377  -0.492
52 Cl -0.28621 3.75466 -1.05667  -0.125
53 H 0.60998 -3.08004 -3.98759  0.446
54 H 1.56848 -3.05795 -2.47051  0.193
55 H -0.16875 -2.95379 -2.38759  0.257
56 H 1.41044 -0.04487 -4.64970  0.325
57 H 2.03729 0.21442 -1.71673  0.963
58 H -0.51805 -2.03932 0.99484  0.320
59 H 0.91752 -2.29634 1.97068  0.499
60 H 0.52257 1.60047 0.89662  0.416
61 H -3.61650 0.68613 0.77492  0.461
62 H -2.08582 0.98815 1.60166  0.257
63 H -2.99085 3.33062 0.03743  0.316
64 H -2.22582 4.57006 1.86960  0.310
65 H -1.30247 3.08694 2.12195  0.200
66 H -2.78638 3.35998 3.04101  0.422
67 H -5.07357 2.92210 0.58651  0.373
68 H -1.82324 -0.72534 -2.59521  -0.120
69 H -0.40848 1.92558 -3.89640  0.392
70 C -3.20903 8.41646 4.16382  -1.235
71 C -3.33360 7.09152 3.45719  0.883
72 O -2.42221 6.63172 2.80488  -0.534
73 C -4.65010 6.36881 3.60416  -0.881
74 H -2.22422 8.84081 3.98748  0.322
75 H -3.97602 9.10408 3.80336  0.335
76 H -3.36633 8.28455 5.23568  0.328
77 H -5.46064 6.99741 3.23125  0.366
78 H -4.85006 6.17317 4.65908  0.322
79 H -4.63548 5.42974 3.05486  0.068